1.
Density functional theory data (the ωB97M-V functional and the def2-TZVPD basis) for an isolated molecule of C4H4S.

XYZ file:
```
9
Properties=species:S:1:pos:R:3:mulliken_charge:R:1
C -1.0614 -0.5578 0.7989 -0.883
C -0.0255 0.1020 -0.0053 0.523
C 1.0124 0.9924 -0.0776 -0.077
C 0.8471 0.0945 -1.1392 -0.474
S 1.5452 -0.2640 -2.8146 -0.315
H -0.7122 -1.6126 0.7652 0.293
H -1.9679 -0.6628 0.3440 0.349
H -1.0214 -0.0394 1.7730 0.260
H 1.3836 1.9477 0.3555 0.323
```

Computed properties:
Structure (SMILES): Cc1cc1=S
ΔE to the lowest compared entry with this formula, charge and spin, eV: 3.214
Spin multiplicity: 1



2.
Density functional theory data (the ωB97M-V functional and the def2-TZVPD basis) for a structure of composition C40H56Cl3N2O3Pt.

XYZ file:
```
105
Properties=species:S:1:pos:R:3:mulliken_charge:R:1
Pt 0.0580 -0.3329 -0.2215 4.982
C 2.6408 1.1649 -1.2375 -1.252
N 1.2066 1.3294 -1.4625 0.069
C 0.8836 1.1232 -2.8717 -1.518
C 0.7380 2.6505 -1.0171 -1.265
C -0.6330 2.5930 -0.3215 -0.961
N -0.6751 1.5899 0.7459 0.094
C -2.0287 1.3333 1.2398 -1.652
C -3.1092 0.8056 0.3113 -0.261
C -4.3967 0.9317 0.7917 -0.199
C -5.5093 0.4351 0.1122 -0.571
C -5.2752 -0.2452 -1.0894 -0.455
C -4.0281 -0.3971 -1.6386 -0.724
C -2.8820 0.1592 -0.9491 0.846
O -1.7334 0.0914 -1.4964 -0.980
C -3.8050 -1.1318 -2.9495 2.485
C -3.2808 -0.1286 -3.9901 -1.413
C -5.0831 -1.7738 -3.4982 -2.374
C -2.7764 -2.2570 -2.7509 -1.536
C -6.9270 0.5838 0.6201 1.820
C -7.7673 1.3301 -0.4298 -1.584
C -7.0181 1.3560 1.9391 -2.135
C -7.5133 -0.8204 0.8424 -1.553
C 0.1949 1.9934 1.8617 -1.587
C 0.4814 0.9941 2.9553 -0.194
C 0.1627 1.3040 4.2564 -0.046
C 0.6355 0.5470 5.3323 -0.616
C 1.4471 -0.5545 5.0337 -0.070
C 1.7941 -0.9301 3.7583 -1.009
C 1.2873 -0.1563 2.6471 0.661
O 1.5854 -0.4525 1.4473 -1.679
C 2.7031 -2.1123 3.4811 2.472
C 1.9096 -3.1540 2.6758 -1.343
C 3.2146 -2.7893 4.7558 -2.378
C 3.9133 -1.6434 2.6557 -1.596
C 0.3365 0.8889 6.7764 2.042
C -0.4493 -0.2788 7.3941 -1.597
C -0.4862 2.1698 6.9431 -2.134
C 1.6567 1.0719 7.5429 -1.633
H 3.2196 1.9484 -1.7402 0.378
H 2.9609 0.1989 -1.6238 0.342
H 2.8600 1.1881 -0.1705 0.374
H 1.3603 1.8876 -3.4980 0.363
H -0.1941 1.1727 -3.0109 0.526
H 1.2324 0.1445 -3.1957 0.345
H 0.6520 3.3303 -1.8738 0.566
H 1.4801 3.0843 -0.3430 0.574
H -1.3956 2.3318 -1.0576 0.444
H -0.8671 3.5914 0.0807 0.505
H -2.4144 2.2643 1.6895 1.014
H -1.9241 0.5981 2.0489 0.395
H -4.5360 1.4379 1.7344 0.784
H -6.1198 -0.6672 -1.6042 0.677
H -3.9972 0.6765 -4.1401 0.330
H -3.1207 -0.6303 -4.9410 0.497
H -2.3380 0.2992 -3.6642 0.034
H -5.8310 -1.0271 -3.7534 0.430
H -5.5034 -2.4812 -2.7875 0.460
H -4.8409 -2.3208 -4.4059 0.444
H -1.8355 -1.8561 -2.3835 0.002
H -2.5878 -2.7570 -3.6975 0.612
H -3.1508 -2.9885 -2.0369 0.328
H -7.3597 2.3233 -0.6057 0.365
H -8.7873 1.4371 -0.0690 0.469
H -7.7987 0.7996 -1.3772 0.320
H -6.6390 2.3697 1.8284 0.416
H -6.4732 0.8485 2.7319 0.419
H -8.0604 1.4231 2.2429 0.443
H -7.5633 -1.3840 -0.0847 0.330
H -8.5201 -0.7410 1.2443 0.472
H -6.9012 -1.3752 1.5499 0.311
H -0.2304 2.8970 2.3221 0.392
H 1.1694 2.2546 1.4418 0.544
H -0.4304 2.1851 4.4473 0.516
H 1.8280 -1.1311 5.8577 0.526
H 1.0290 -3.4746 3.2300 0.355
H 2.5344 -4.0223 2.4798 0.568
H 1.5923 -2.7303 1.7286 -0.056
H 2.3910 -3.1910 5.3409 0.419
H 3.7879 -2.1003 5.3711 0.452
H 3.8697 -3.6141 4.4844 0.453
H 3.5802 -1.1693 1.7382 0.076
H 4.5325 -2.4953 2.3883 0.479
H 4.5173 -0.9379 3.2222 0.377
H -1.4004 -0.4098 6.8836 0.343
H -0.6465 -0.0747 8.4428 0.464
H 0.1062 -1.2098 7.3293 0.306
H -1.4659 2.0820 6.4792 0.376
H 0.0355 3.0296 6.5287 0.387
H -0.6393 2.3559 8.0035 0.440
H 2.2470 0.1607 7.5548 0.314
H 1.4466 1.3464 8.5736 0.479
H 2.2498 1.8637 7.0913 0.361
Cl -1.0385 -7.5420 0.4844 -0.144
C -1.2015 -5.8351 0.4873 0.256
C -0.2345 -5.0489 -0.1346 -0.821
C -0.3477 -3.6786 -0.0906 0.941
Cl 0.8059 -2.7036 -0.9146 -0.257
C -1.3880 -3.0035 0.6146 -0.534
O -1.4538 -1.7492 0.7668 -0.749
C -2.3820 -3.8699 1.1746 0.401
Cl -3.7049 -3.1046 1.9529 -0.129
C -2.2944 -5.2408 1.1160 -0.681
H 0.5930 -5.5164 -0.6430 0.508
H -3.0688 -5.8448 1.5617 0.512
```

Computed properties:
Expectation value of S²: 6.07
Spin multiplicity: 5
Calculated total energy, eV: -92318.0620
Charge: +1



3.
Density functional theory data (the ωB97M-V functional and the def2-TZVPD basis) for a structure of composition C53H43IN5NaO4P2.

XYZ file:
```
109
Properties=species:S:1:pos:R:3:mulliken_charge:R:1
Na 1.4323 1.5728 0.3444 0.855
C 1.9557 5.8234 -0.3687 -1.253
C 2.9525 6.1383 -1.2691 -0.595
C 3.4856 5.1303 -2.0489 -0.803
C 3.0372 3.8133 -1.9074 0.321
N 2.0822 3.5123 -1.0182 0.293
C 1.5563 4.5015 -0.2974 -0.676
C 3.5807 2.7167 -2.7846 1.070
C 4.3943 3.0538 -3.8698 -0.792
C 4.9135 2.0584 -4.6676 -0.784
C 4.5899 0.7518 -4.3768 -0.852
C 3.7388 0.4897 -3.3023 0.539
N 3.2563 1.4512 -2.5137 0.116
C 3.4120 -0.9486 -3.0574 0.263
C 3.2373 -1.7863 -4.1602 -0.757
C 3.1387 -3.1523 -3.9666 -0.584
C 3.2039 -3.6381 -2.6745 -0.828
C 3.2964 -2.7203 -1.6378 -0.027
N 3.4020 -1.4074 -1.8069 -0.031
H 1.4965 6.5673 0.2665 0.508
H 3.3043 7.1553 -1.3811 0.435
H 4.2531 5.3933 -2.7566 0.234
H 0.7587 4.2230 0.3687 0.951
H 4.6274 4.0776 -4.1052 0.281
H 5.5630 2.3004 -5.4983 0.423
H 5.0034 -0.0605 -4.9543 0.554
H 3.1830 -1.3709 -5.1562 0.536
H 3.0159 -3.8206 -4.8087 0.431
H 3.1389 -4.6963 -2.4642 0.401
H 3.2860 -3.0714 -0.6128 0.483
O 1.9486 2.0499 2.3507 -0.225
C 1.4676 2.9032 3.0898 -0.676
C 0.2187 3.5939 2.9009 1.366
C -0.0797 4.6518 3.7614 -0.520
C -1.2188 5.3907 3.5782 -0.691
C -2.1152 5.0821 2.5347 -0.581
C -1.8598 4.0415 1.6944 -0.295
C -0.6725 3.2437 1.8210 -0.957
O -0.4098 2.3035 1.0186 0.668
N -1.4915 6.5145 4.4506 1.058
O -0.6622 6.8027 5.2967 -0.651
O -2.5375 7.1196 4.2911 -0.648
H 2.0335 3.2019 3.9925 0.130
H 0.5930 4.9054 4.5716 0.553
H -2.9992 5.6937 2.4198 0.516
H -2.5352 3.7968 0.8853 0.508
C -0.3059 -1.0124 -0.0503 -0.468
C -1.1459 -0.6876 1.1885 -0.453
P -2.7089 0.3182 1.0224 -0.085
C -3.0015 0.4983 -0.8001 0.587
C -2.1513 1.3159 -1.5510 -0.168
C -2.4107 1.5928 -2.8854 -0.946
C -3.5532 1.0958 -3.4955 -0.635
C -4.4217 0.3084 -2.7567 -0.598
C -4.1423 -0.0011 -1.4333 -0.387
C -4.0244 -0.8923 1.4783 0.162
C -5.2968 -0.3364 1.6542 -0.168
C -6.3703 -1.1031 2.0732 -0.664
C -6.1930 -2.4534 2.3488 -0.574
C -4.9377 -3.0174 2.1949 -0.599
C -3.8651 -2.2429 1.7681 -0.187
P -0.2773 -2.7616 -0.6879 -0.035
C -0.4238 -3.8176 0.7978 0.528
C -1.0187 -5.0807 0.7369 -0.423
C -1.0072 -5.9272 1.8357 -0.680
C -0.3701 -5.5458 3.0072 -0.569
C 0.2807 -4.3223 3.0617 -0.634
C 0.2604 -3.4721 1.9672 -0.597
C -1.8732 -2.8771 -1.5894 0.065
C -3.0735 -3.4195 -1.1390 0.508
C -4.1567 -3.5533 -1.9971 -1.065
C -4.0592 -3.1469 -3.3187 -0.653
C -2.8763 -2.5842 -3.7772 -0.702
C -1.7947 -2.4580 -2.9214 -0.475
H 0.7565 -0.7641 0.0853 0.428
H -0.6495 -0.4492 -0.9259 0.043
H -0.5387 -0.1326 1.9056 0.167
H -1.4524 -1.5876 1.7119 0.758
H -1.2969 1.7734 -1.0684 0.549
H -1.7234 2.2179 -3.4419 0.539
H -3.7639 1.3187 -4.5334 0.391
H -5.3238 -0.0806 -3.2128 0.456
H -4.8338 -0.6302 -0.8918 0.225
H -5.4393 0.7203 1.4546 0.448
H -7.3432 -0.6462 2.2012 0.415
H -7.0225 -3.0546 2.6975 0.385
H -4.7826 -4.0678 2.4099 0.459
H -2.9020 -2.7264 1.6676 -0.034
H -1.4872 -5.4101 -0.1803 0.498
H -1.4943 -6.8919 1.7739 0.423
H -0.3673 -6.2044 3.8657 0.409
H 0.8053 -4.0272 3.9614 0.466
H 0.7815 -2.5245 2.0284 0.463
H -3.1778 -3.7490 -0.1159 0.422
H -5.0814 -3.9744 -1.6238 0.439
H -4.9025 -3.2604 -3.9873 0.413
H -2.7940 -2.2499 -4.8034 0.441
H -0.8607 -2.0481 -3.2905 0.481
I 4.0681 0.7599 5.6921 0.074
C 4.4718 -0.3181 3.9494 -0.132
C 4.7661 -1.6681 3.9962 -0.219
C 5.0193 -2.3181 2.7976 -0.590
C 4.9552 -1.5891 1.6205 -0.368
N 4.6638 -0.2925 1.5775 -0.431
C 4.4401 0.3368 2.7252 -0.351
H 4.8102 -2.1971 4.9385 0.414
H 5.2636 -3.3715 2.7801 0.411
H 5.1553 -2.0564 0.6649 0.566
H 4.2234 1.3934 2.6667 0.591
```

Computed properties:
ΔE to the lowest compared entry with this formula, charge and spin, eV: 1.712
Spin multiplicity: 1



4.
Density functional theory data (the ωB97M-V functional and the def2-TZVPD basis) for a cluster of 6 separate species, C25H45FNO9S4 in total.

XYZ file:
```
85
Properties=species:S:1:pos:R:3:mulliken_charge:R:1
C 0.0997 0.1919 -0.3911 0.687
C 0.4527 1.5899 -0.3151 -0.121
O 1.6067 1.9419 0.0409 -0.629
N -0.6723 2.6119 -0.3271 0.269
H -1.4593 2.4909 -0.0121 0.389
H -0.2593 3.3739 0.2919 0.595
C -0.5923 3.4569 -1.5751 -0.968
H 0.0157 -0.0221 -1.4871 0.118
H -0.8063 0.0979 0.0969 -0.189
H 0.9647 -0.6251 -0.0951 -0.162
H 0.3207 3.9689 -1.8321 0.318
H -1.2243 4.1549 -1.3491 0.753
H -0.7393 2.8759 -2.6141 0.105
F -3.0943 -3.9011 0.5369 -0.374
C -1.7803 -3.7021 0.4989 0.054
C -1.1183 -3.7731 -0.6261 0.456
C 0.2787 -3.6861 -0.7841 -0.695
C 0.9347 -3.5401 0.3429 -0.339
C 0.3667 -3.5861 1.6229 -0.424
C -1.0433 -3.4581 1.7139 0.067
H -1.7733 -4.0901 -1.5861 0.327
H 0.6867 -3.8821 -1.8441 0.331
H 1.9927 -3.3811 0.3029 0.419
H 1.0887 -3.2121 2.4839 0.021
H -1.6873 -3.2331 2.6839 0.189
C 4.5717 -0.5451 3.7319 -0.783
C 4.5437 0.9349 3.2039 -1.188
C 3.3927 1.0239 2.4869 0.136
S 2.1517 0.2299 3.4199 0.998
O 1.0977 -0.3391 2.5869 -0.250
O 1.9187 1.2949 4.3689 -0.780
C 3.1807 -1.1261 4.0479 -0.183
H 5.3227 -0.4691 4.5249 0.359
H 4.9527 -1.2721 2.9089 0.263
H 5.4687 1.2229 2.7569 0.441
H 4.3447 1.6599 3.9769 0.406
H 3.4137 0.4629 1.4389 0.010
H 3.3777 2.1649 2.1989 0.255
H 3.0117 -1.9121 3.2659 0.023
H 2.9477 -1.3961 5.1819 0.384
C 4.5727 1.3149 -4.4731 -1.106
C 4.9897 1.7799 -3.1201 -0.949
C 3.8317 1.8729 -2.2931 -0.370
S 2.7257 0.6509 -3.0011 1.162
O 1.4647 1.1649 -3.2481 -0.692
O 2.8857 -0.4801 -2.0731 -0.736
C 3.6147 0.0999 -4.4511 -0.551
H 5.3707 1.2539 -5.0991 0.636
H 3.9457 2.0999 -4.8821 0.331
H 5.5767 2.6589 -3.1031 0.462
H 5.6197 1.0289 -2.9791 0.359
H 3.3777 2.9249 -2.2951 0.333
H 4.0407 1.7359 -1.3381 0.368
H 3.1407 0.2419 -5.3821 0.361
H 4.3397 -0.8601 -4.3411 0.308
C -4.6233 -0.4361 2.9449 -0.903
C -3.3853 -0.8811 3.7059 -0.430
C -2.3503 -0.3571 2.9909 0.662
S -2.7963 1.3549 2.8459 0.959
O -2.1653 1.8819 1.6349 -0.584
O -2.7883 2.1009 4.0099 -0.707
C -4.4723 1.0399 2.5859 -0.322
H -5.5303 -0.5391 3.5569 0.424
H -5.0093 -0.9631 2.0379 0.219
H -3.1943 -1.9711 3.9779 0.278
H -3.5313 -0.4631 4.6659 0.339
H -2.0453 -0.7141 1.9989 -0.471
H -1.3753 -0.4641 3.5659 -0.109
H -4.6083 1.4299 1.5339 0.183
H -5.1593 1.7389 3.2199 0.305
C -3.2693 -1.5491 -2.7341 -1.389
C -2.8643 -0.4431 -3.7031 -0.011
C -3.6873 0.6699 -3.4731 -1.577
S -3.8693 0.7689 -1.7341 0.978
O -5.0663 1.2889 -1.2081 -0.804
O -2.6693 1.2869 -1.3051 -0.386
C -3.7413 -0.9161 -1.4051 0.559
H -2.6053 -2.3761 -2.7631 0.352
H -3.9803 -1.9361 -3.1451 0.850
H -3.0243 -1.0331 -4.6811 0.419
H -1.7383 -0.2151 -3.5151 -0.069
H -4.7283 0.5479 -3.8081 0.398
H -3.4913 1.5389 -3.7641 0.820
H -4.7683 -1.4201 -1.2981 0.325
H -3.2133 -1.0551 -0.5371 -0.514
```

Computed properties:
ΔE to the lowest compared entry with this formula, charge and spin, eV: 2.676
Spin multiplicity: 1
Charge: +1



no.,F_max (hartree/bohr)
1,0.0865
2,0.0639
3,0.0216
4,0.3227